{
  "formula": "C42H39KN9O2Se2",
  "method": "the ωB97M-V functional and the def2-TZVPD basis",
  "elements": ["K", "O", "C", "C", "C", "C", "C", "C", "C", "N", "N", "C", "O", "C", "C", "C", "C", "C", "C", "H", "H", "H", "H", "H", "H", "H", "H", "H", "H", "Se", "N", "C", "C", "C", "C", "C", "N", "C", "C", "N", "C", "C", "C", "C", "C", "N", "H", "H", "H", "H", "H", "H", "N", "C", "H", "C", "C", "C", "C", "N", "C", "Se", "N", "C", "C", "C", "C", "C", "C", "C", "C", "C", "C", "H", "H", "H", "H", "H", "H", "H", "H", "H", "H", "H", "H", "H", "H", "H", "H", "H", "H", "H", "H", "H", "H"],
  "positions_angstrom": [[-1.13909, 0.95074, 0.04156], [-3.18712, -0.18784, 0.80634], [-4.01340, 0.10620, 1.71790], [-5.41113, -0.19360, 1.58931], [-6.32815, 0.08985, 2.57110], [-5.94149, 0.68667, 3.77920], [-4.60293, 0.97625, 3.95394], [-3.62689, 0.71589, 2.97918], [-2.26821, 1.07537, 3.34388], [-1.22135, 1.02397, 2.60560], [-0.08033, 1.51749, 3.24128], [0.99823, 1.40038, 2.52202], [1.13153, 0.85004, 1.36390], [2.24972, 1.98577, 3.13318], [2.26448, 2.46961, 4.44189], [3.42347, 3.00125, 4.98768], [4.58969, 3.06161, 4.23199], [4.58322, 2.58136, 2.93051], [3.42289, 2.04337, 2.38764], [-5.71966, -0.66340, 0.66175], [-7.37210, -0.16217, 2.40772], [-6.66691, 0.90489, 4.55249], [-4.27696, 1.42674, 4.88815], [-2.15328, 1.46142, 4.36458], [1.34823, 2.41945, 5.01422], [3.41844, 3.36897, 6.00698], [5.49550, 3.47716, 4.65747], [5.48588, 2.62305, 2.33205], [3.41440, 1.65689, 1.37655], [-1.06799, 7.08690, -5.73429], [-0.94095, 7.09362, -3.94929], [-1.16322, 5.87197, -3.54994], [-1.14657, 5.46664, -2.15220], [-0.88464, 6.36829, -1.11967], [-0.87793, 5.91554, 0.17919], [-1.13470, 4.56536, 0.41113], [-1.38784, 3.70037, -0.55680], [-1.39551, 4.12784, -1.82388], [-1.67693, 3.13307, -2.87822], [-1.90471, 1.87463, -2.49370], [-2.13959, 0.95076, -3.41009], [-2.18991, 1.23574, -4.77297], [-1.96429, 2.52849, -5.18419], [-1.69648, 3.50927, -4.22825], [-1.43693, 4.89569, -4.58590], [-1.43378, 5.33682, -5.81325], [-0.68880, 7.40491, -1.36059], [-0.67516, 6.57934, 1.00810], [-1.12828, 4.16212, 1.41987], [-2.29375, -0.05819, -3.03818], [-2.39426, 0.44805, -5.48515], [-1.98481, 2.80153, -6.23115], [1.49730, 0.65161, -1.17382], [1.41771, 0.45723, -2.31581], [1.51303, 0.80677, -0.11424], [-1.61649, -4.05183, 2.60951], [-0.19500, -4.45157, 2.22695], [0.83938, -3.40628, 2.64394], [0.81215, -2.14273, 1.79168], [1.36734, -2.37071, 0.45616], [0.66978, -2.52479, -0.70237], [-1.15390, -2.46648, -0.83734], [1.58468, -2.67117, -1.70498], [1.28245, -2.82144, -3.11810], [1.59490, -4.22945, -3.61646], [0.66344, -5.30331, -3.05689], [-0.73807, -5.25204, -3.65460], [2.86646, -2.56532, -1.18623], [4.11132, -2.57179, -1.79237], [5.21761, -2.38904, -0.97208], [5.07701, -2.19963, 0.40229], [3.82616, -2.18613, 1.00589], [2.72618, -2.37515, 0.18577], [-2.33113, -4.82750, 2.32851], [-1.92419, -3.13320, 2.10790], [-1.69646, -3.89515, 3.68887], [-0.13951, -4.60753, 1.14496], [0.05798, -5.41014, 2.69036], [1.84887, -3.83044, 2.62427], [0.65173, -3.10741, 3.68049], [1.39284, -1.33787, 2.23744], [-0.19917, -1.75815, 1.66829], [1.85940, -2.06739, -3.65703], [0.22821, -2.57306, -3.23359], [2.63281, -4.47046, -3.36896], [1.53424, -4.22565, -4.71021], [0.60025, -5.19655, -1.96938], [1.10670, -6.28577, -3.24225], [-1.24988, -4.33065, -3.37549], [-1.34811, -6.08116, -3.29236], [-0.69778, -5.31693, -4.74617], [4.21919, -2.69893, -2.86145], [6.20782, -2.38253, -1.40944], [5.96044, -2.04808, 1.00903], [3.71267, -2.01834, 2.06871]],
  "forces_ev_per_a": [[-0.2, -0.3, -0.4], [-0.3, 0.1, 0.0], [0.2, -0.1, 0.3], [-0.1, 0.1, 0.0], [0.0, 0.0, -0.1], [0.1, 0.0, 0.0], [0.0, 0.0, 0.0], [-0.1, -0.1, 0.0], [0.0, 0.1, 0.0], [-0.1, 0.0, 0.3], [0.1, 0.0, 0.1], [0.3, 0.1, -0.1], [0.0, 0.1, -0.1], [-0.1, -0.1, 0.1], [0.0, 0.0, 0.0], [0.0, 0.0, -0.1], [0.0, 0.0, 0.0], [0.0, 0.0, 0.0], [0.0, 0.0, 0.0], [0.0, 0.0, 0.0], [0.0, 0.0, 0.0], [0.0, 0.0, 0.0], [0.0, 0.0, 0.0], [0.1, 0.0, 0.0], [0.0, 0.0, 0.0], [0.0, 0.0, 0.0], [0.0, 0.0, 0.0], [0.0, 0.0, 0.0], [0.0, 0.0, 0.0], [0.0, 0.0, 0.0], [0.0, -0.1, -0.1], [0.0, 0.1, -0.1], [0.0, -0.1, 0.2], [0.0, 0.0, 0.0], [0.0, 0.0, 0.0], [0.0, -0.1, 0.0], [0.1, 0.0, 0.0], [0.0, 0.2, 0.2], [-0.1, -0.2, -0.3], [0.1, 0.0, 0.0], [0.0, 0.1, 0.1], [0.0, -0.1, -0.1], [0.0, 0.0, 0.0], [0.0, -0.2, 0.1], [0.0, 0.1, -0.1], [0.0, 0.1, 0.1], [0.0, 0.0, 0.0], [0.0, 0.0, 0.0], [0.0, 0.0, 0.0], [0.0, 0.0, 0.0], [0.0, 0.0, 0.0], [0.0, 0.0, 0.0], [0.2, 0.1, 0.2], [0.0, 0.1, 0.0], [0.0, 0.0, 0.0], [0.0, 0.0, 0.0], [0.0, 0.0, 0.0], [0.0, 0.0, 0.0], [0.0, 0.0, 0.0], [0.0, 0.1, 0.0], [0.0, 0.1, 0.1], [0.0, 0.0, -0.2], [0.0, 0.0, 0.1], [0.0, 0.0, 0.0], [0.0, 0.0, 0.0], [0.0, 0.0, 0.0], [0.0, 0.0, 0.0], [-0.1, 0.0, -0.1], [0.0, 0.0, 0.0], [0.0, 0.0, 0.0], [0.0, 0.0, 0.0], [0.0, 0.0, 0.0], [0.0, 0.0, 0.1], [0.0, 0.0, 0.0], [0.0, 0.0, 0.0], [0.0, 0.0, 0.0], [0.0, 0.0, 0.0], [0.0, 0.0, 0.0], [0.0, 0.0, 0.0], [0.0, 0.0, 0.0], [0.0, 0.0, 0.0], [0.0, 0.0, 0.0], [0.0, 0.0, 0.0], [0.0, 0.0, 0.0], [0.0, 0.0, 0.0], [0.0, 0.0, 0.0], [0.0, 0.0, 0.0], [0.0, 0.0, 0.0], [0.0, 0.0, 0.0], [0.0, 0.0, 0.0], [0.0, 0.0, 0.0], [0.0, 0.0, 0.0], [0.0, 0.0, 0.0], [0.0, 0.0, 0.0], [0.0, 0.0, 0.0]],
  "nbo_charge": [0.88, -0.78, 0.42, -0.29, -0.21, -0.35, -0.15, -0.27, 0.12, -0.37, -0.46, 0.54, -0.88, -0.02, -0.20, -0.23, -0.23, -0.23, -0.22, 0.19, 0.19, 0.19, 0.19, 0.15, 0.24, 0.20, 0.20, 0.20, 0.22, 0.86, -0.62, 0.20, -0.14, -0.13, -0.25, 0.07, -0.41, 0.17, 0.26, -0.43, 0.08, -0.25, -0.12, -0.14, 0.13, -0.60, 0.23, 0.22, 0.22, 0.22, 0.22, 0.23, -0.74, 0.19, 0.48, -0.61, -0.40, -0.41, -0.23, -0.41, 0.29, -0.26, -0.40, -0.23, -0.40, -0.40, -0.61, 0.11, -0.23, -0.23, -0.22, -0.24, 0.19, 0.20, 0.24, 0.19, 0.21, 0.19, 0.19, 0.21, 0.24, 0.26, 0.22, 0.25, 0.20, 0.20, 0.21, 0.19, 0.23, 0.21, 0.19, 0.22, 0.21, 0.21, 0.23],
  "e_homo_ev": -3.58,
  "de_lowest_kcal_mol": 0.0,
  "total_charge": -1
}